This record from the Open Molecules 2025 dataset describes a cluster of 3 separate species, C21H15F24N2O3PS in total. The level of theory is wB97M-V/def2-TZVPD.

XYZ file:
```
67
Properties=species:S:1:pos:R:3:forces:R:3
O -1.56650 4.08527 2.42196 0.3 -1.0 -0.7
P -1.33148 2.73524 1.80682 -0.1 1.1 1.4
C 0.37184 2.03671 2.11683 1.9 -1.0 0.0
C 1.06374 1.46651 0.89387 1.8 -0.8 1.6
C 2.37410 0.84575 0.95643 -2.1 1.7 0.8
C 2.97321 0.24898 -0.34633 -1.1 -1.3 1.5
F 4.05560 -0.54945 -0.04288 -0.9 1.3 -0.8
F 1.99233 -0.62625 -0.85874 1.1 1.2 0.0
C 3.31138 1.30392 -1.45637 0.9 1.3 -0.3
F 4.29731 2.14741 -0.97146 -1.3 -1.1 -0.3
F 2.22990 2.10633 -1.78476 1.1 -1.3 0.8
C 3.86263 0.69948 -2.81679 1.0 -0.5 -2.4
F 5.10703 1.18290 -3.14428 -1.7 -0.5 0.9
F 3.05232 1.04408 -3.87812 0.7 -0.4 1.6
F 3.96870 -0.65717 -2.83143 -0.4 1.5 0.5
C 3.02494 0.82306 2.29232 0.0 0.1 0.5
N 4.24730 0.29827 2.59024 -1.3 0.7 0.8
S 4.49834 0.47586 4.21612 -2.1 0.8 -1.5
N 3.08889 1.22513 4.63884 0.0 -0.2 -1.5
C 2.33287 1.39379 3.51533 0.4 -0.5 -0.6
C 0.98122 2.01162 3.44400 -0.6 0.1 -2.5
C 0.18670 2.57539 4.64757 -0.1 -0.2 0.8
C 1.05746 2.97755 5.89139 0.1 -0.2 -0.2
F 0.26578 3.74257 6.78783 0.5 -0.6 -0.9
H -2.24180 1.77986 2.37254 0.5 0.1 -0.6
H -1.56683 2.71079 0.38803 0.4 -0.4 0.6
H 0.54513 1.48316 -0.09600 0.4 0.1 1.1
H -0.44394 3.47574 4.39073 0.8 -1.0 -0.2
H -0.53881 1.77187 4.97392 0.7 0.7 -0.3
H 1.91604 3.61310 5.53804 -0.8 -0.6 0.6
H 1.41438 2.08173 6.47118 -0.2 1.0 -0.7
F -1.81970 -3.43380 -0.23725 0.1 -0.1 0.1
C -1.14656 -4.59677 -0.13005 -0.2 -0.3 -0.7
F -1.92476 -5.54829 -0.70384 0.1 -0.1 0.2
C -0.85416 -4.96686 1.32443 -0.3 0.1 0.8
F -2.00162 -5.16991 2.01102 0.0 0.1 -0.2
F -0.20127 -6.16460 1.31825 0.2 0.2 -0.3
C 0.03376 -3.98032 2.10725 0.7 -0.1 0.5
O -0.63453 -3.04757 2.95743 -0.7 0.3 -0.9
C -1.08817 -1.85824 2.38482 1.4 -0.8 0.1
F -0.61874 -1.74208 1.12882 -0.3 0.4 0.1
F -0.51678 -0.85587 3.09492 -0.4 0.1 0.1
C -2.61041 -1.71981 2.46124 -0.7 0.0 0.1
F -3.23217 -2.72562 1.81570 0.3 0.0 0.1
F -3.00822 -0.56451 1.87244 0.3 0.1 0.0
H -0.22234 -4.52430 -0.71090 0.1 0.0 0.1
H 0.62072 -4.58991 2.79689 -0.2 -0.1 0.0
H 0.77374 -3.49194 1.47047 -0.3 0.0 -0.2
H -2.95103 -1.72187 3.49953 0.2 0.0 0.0
F -2.51004 2.23648 -5.16821 0.1 -0.1 0.0
C -1.33258 2.11401 -5.81226 -0.1 0.7 -0.5
F -1.56556 2.43750 -7.10882 0.2 -0.2 0.0
C -0.76426 0.69778 -5.72034 -0.2 -0.8 0.1
F -1.58223 -0.19067 -6.32900 -0.1 0.2 0.0
F 0.40376 0.67875 -6.42500 0.0 0.4 0.2
C -0.43625 0.19077 -4.30239 0.6 -0.4 0.4
O -1.40817 -0.65021 -3.67991 -0.9 0.8 -0.2
C -2.45633 -0.03578 -2.98857 1.5 -0.1 0.1
F -2.22686 1.28801 -2.88370 -0.4 0.0 0.2
F -2.41255 -0.52539 -1.72809 -0.4 -0.1 -0.1
C -3.82160 -0.35251 -3.60260 -0.7 -0.2 -0.3
F -3.89497 0.06819 -4.88194 0.2 0.0 0.1
F -4.80588 0.27877 -2.91942 0.3 0.0 0.2
H -0.62976 2.84683 -5.40491 0.1 -0.1 0.1
H 0.43803 -0.45447 -4.40911 -0.2 0.0 -0.2
H -0.10746 0.99284 -3.63881 -0.2 0.1 -0.2
H -4.01485 -1.42782 -3.58494 0.2 0.0 0.1
```
Forces are in eV/Å.

The frontier orbital gap comes out at 7.84 eV. Its HOMO energy is -9.7783 eV. As for the SMILES: O=[PH2]c1cc(C(F)(F)C(F)(F)C(F)(F)F)c2nsnc2c1CCF.FC(F)C(F)(F)COC(F)(F)C(F)F.FC(F)C(F)(F)COC(F)(F)C(F)F. The calculation puts the electronic energy at -4280.7566 a.u. The LUMO energy is -1.9413 eV.